Density functional theory data (the ωB97M-V functional and the def2-TZVPD basis) for a 2-piece molecular cluster, C23H44ClSi4 overall at a distorted geometry.

HOMO level in Eh: -0.4269
Kohn-Sham gap in eV: 5.924
Total charge: +1
Total energy in eV: -68594.4921
Multiplicity: 1

Positions of all 72 atoms, in Å:
H (4.03, 4.76, 2.61)
C (-0.76, 0.00, -3.01)
H (3.04, -0.96, -2.02)
H (-1.01, 0.63, -2.14)
H (-0.65, -6.13, 1.09)
C (0.87, -2.36, 1.63)
H (0.96, -4.23, 4.41)
C (0.19, -4.58, 3.71)
H (2.08, 0.32, -1.25)
H (1.30, -1.60, -5.02)
H (-4.34, 0.64, 2.98)
H (-2.86, 2.20, 0.96)
H (-5.15, -1.16, 0.02)
H (0.92, -3.10, -1.11)
H (0.11, -2.80, -4.50)
Cl (6.31, 4.43, 0.94)
C (1.89, 4.02, 0.01)
H (-2.24, 3.56, -1.91)
H (4.96, 3.95, -1.52)
Si (0.65, -1.20, -2.67)
C (-0.06, 4.01, -1.67)
C (2.20, -0.27, -2.17)
H (-1.97, -2.33, 1.74)
H (-2.93, -0.30, 3.54)
H (2.18, -6.22, 1.74)
H (2.54, 3.78, -2.04)
Si (-0.16, -1.44, 0.35)
C (2.34, 4.36, 1.32)
H (-2.67, 4.86, 0.42)
C (2.87, 3.92, -1.01)
H (-0.40, 4.42, 1.71)
H (1.81, -2.96, -4.01)
H (-1.33, 1.50, 1.49)
C (-3.74, -0.27, 2.80)
H (-0.76, -4.09, 3.98)
H (0.45, 4.84, -2.19)
C (3.70, 4.50, 1.60)
H (1.94, -2.20, 1.38)
H (-1.63, -4.66, 1.01)
C (4.64, 4.33, 0.58)
C (-2.16, 1.37, 0.79)
H (-4.10, -0.45, -1.22)
H (-0.46, 0.66, -3.84)
C (-1.59, 4.36, -1.52)
H (0.05, -5.66, 3.89)
C (2.30, -5.14, 1.60)
C (0.48, 3.93, -0.27)
Si (-3.08, -0.25, 1.05)
H (3.09, -4.81, 2.29)
C (-1.73, 4.57, -0.03)
C (-1.96, -1.74, 0.80)
H (2.47, 0.43, -2.98)
H (-1.82, 5.26, -2.08)
C (4.22, 4.05, -0.73)
H (2.66, -4.98, 0.58)
H (-4.39, -1.14, 2.97)
H (0.70, -1.87, 2.61)
H (-5.06, 0.60, -0.16)
H (-1.67, -0.54, -3.31)
H (-2.40, -2.38, 0.01)
H (-1.77, 1.48, -0.22)
C (0.14, -2.34, -1.27)
C (-0.62, -5.06, 0.84)
H (-0.80, -2.87, -1.55)
Si (0.68, -4.25, 1.93)
C (1.00, -2.24, -4.19)
H (1.61, 4.58, 2.11)
H (0.10, 3.13, -2.31)
H (-0.39, -4.98, -0.23)
C (-0.54, 4.34, 0.63)
H (0.18, 0.11, 0.22)
C (-4.48, -0.33, -0.20)

These are the Löwdin partial charges, in e, on atoms 1 to 8: H 0.121; C -0.179; H 0.040; H -0.007; H 0.039; C -0.352; H 0.032; C -0.189

=====

Density functional theory data (the ωB97M-V functional and the def2-TZVPD basis) for a 7-piece molecular cluster, C23H44F3N4O18S overall.

HOMO level in Eh: -0.4334
Kohn-Sham gap in eV: 8.265
Total charge: +1
Total energy in eV: -86361.9606
Multiplicity: 1

Positions of all 93 atoms, in Å:
H (2.86, -5.60, 2.70)
H (-8.02, 11.88, -3.59)
H (8.61, 0.68, 8.55)
N (4.30, -5.49, -2.65)
H (-5.10, -0.53, -2.89)
C (-6.15, 10.19, -2.86)
H (5.55, -8.45, -2.00)
H (4.03, -7.70, -1.56)
H (-6.47, 5.80, -4.22)
C (0.24, -1.63, -2.57)
C (2.38, -4.91, -3.52)
O (-1.80, -1.63, -4.23)
H (4.39, -6.23, 3.36)
H (-5.49, 5.34, -5.63)
C (5.11, -7.56, -1.56)
H (-4.44, -1.86, -3.88)
C (3.87, -4.33, -2.13)
O (-7.00, 9.45, -3.27)
O (-1.06, -1.27, -2.12)
O (5.51, -1.48, 7.86)
H (5.50, -3.64, -1.05)
H (0.89, -1.59, -1.70)
C (3.48, -0.83, 3.33)
H (-7.02, 1.29, 3.89)
H (4.39, -5.32, 1.84)
H (3.58, -1.83, 7.36)
H (9.48, -0.82, 8.98)
H (-2.50, 0.73, 1.52)
C (-1.99, -1.30, -3.09)
N (2.69, -3.96, -2.65)
H (3.96, -3.03, -0.59)
H (-6.10, 8.28, -1.05)
F (4.43, -7.46, 0.68)
N (3.35, -5.84, -3.57)
H (2.41, -0.84, 3.13)
H (-4.05, -0.16, -4.28)
O (-6.03, 11.48, -3.15)
H (-2.75, 2.32, -1.58)
H (-3.56, 1.77, -3.07)
O (6.63, 0.21, 6.85)
C (5.48, -6.30, -2.36)
S (0.99, -4.99, -4.58)
H (-7.69, 2.69, 3.01)
H (0.34, -5.87, -3.81)
H (-4.52, 2.25, -1.65)
C (-5.50, 5.89, -4.69)
C (5.52, -7.47, -0.08)
H (-4.33, 8.35, -0.97)
N (4.50, -3.64, -1.17)
O (4.16, -4.23, 3.58)
H (9.16, -0.43, 7.27)
H (0.60, -0.93, -3.33)
C (4.36, -1.12, 7.09)
H (4.04, -0.11, 7.33)
C (-4.25, -0.87, -3.47)
O (-4.52, 0.85, 1.01)
H (-5.12, 7.82, -2.47)
C (8.78, -0.37, 8.28)
C (-5.19, 8.49, -1.61)
H (3.41, -6.67, -4.13)
C (-3.27, 0.14, 1.03)
C (6.57, -0.71, 7.63)
C (3.93, -5.42, 2.81)
C (-6.78, 2.17, 3.30)
O (-5.45, 3.37, -3.86)
H (-6.80, 13.04, -4.18)
H (-3.01, -0.03, -0.01)
F (6.17, -6.32, 0.20)
O (-4.48, 0.85, 3.27)
C (-3.62, 2.45, -2.22)
C (3.71, -3.12, 2.99)
H (3.71, -0.11, 4.11)
H (4.02, -0.57, 2.42)
O (-3.58, 3.80, -2.67)
O (-5.16, 9.86, -2.03)
H (4.58, -1.20, 6.03)
C (-4.59, 4.12, -3.49)
H (6.15, -5.66, -1.80)
O (3.23, -3.05, 1.89)
O (-3.14, -0.90, -2.56)
H (-6.14, 2.83, 3.87)
F (6.30, -8.46, 0.30)
C (-7.03, 11.99, -4.04)
H (5.97, -6.54, -3.30)
O (-4.47, 5.40, -3.82)
O (3.91, -2.10, 3.82)
H (-7.00, 11.46, -4.99)
H (0.23, -2.64, -2.98)
O (-6.14, 1.79, 2.07)
H (-5.27, 6.93, -4.87)
C (-5.00, 1.14, 2.22)
O (7.57, -1.12, 8.42)
H (-3.38, -0.82, 1.54)

These are the Löwdin partial charges, in e, on atoms 1 to 8: H 0.106; H 0.098; H 0.098; N -0.002; H 0.102; C -0.626; H 0.137; H 0.132

=====

Density functional theory data (the ωB97M-V functional and the def2-TZVPD basis) for a 2-piece molecular cluster, C23H45BBrF2N2O4P overall at a distorted geometry.

HOMO level in Eh: -0.2862
Kohn-Sham gap in eV: 7.296
Total energy in eV: -121195.6304
Multiplicity: 1

Positions of all 79 atoms, in Å:
H (0.30, -1.16, -5.27)
N (-1.24, 3.62, 5.01)
H (2.36, -2.98, -2.32)
H (-1.66, 0.98, -1.35)
H (-5.28, 0.50, 6.07)
F (0.50, 3.44, 6.43)
H (3.42, 2.18, -0.96)
H (3.38, -0.29, -1.34)
H (4.21, 0.65, -2.54)
H (-1.96, 0.65, 1.10)
O (-2.00, 5.57, 3.91)
H (-1.32, -1.02, -2.59)
C (0.51, -1.98, -4.58)
H (0.99, -4.62, -1.41)
C (0.43, -3.75, -1.76)
C (2.46, -0.26, -3.29)
C (-0.62, 0.65, -1.39)
C (2.15, 2.73, -2.59)
H (-1.28, -0.69, 6.77)
H (-2.82, 0.79, 3.66)
H (1.86, -1.68, -7.69)
H (0.05, -4.02, -2.75)
C (-0.23, 0.07, -0.02)
B (-1.38, 2.48, 3.96)
H (-2.13, -0.94, 0.35)
H (0.06, -4.56, 0.92)
H (-4.24, 3.20, 4.85)
C (-4.00, 2.14, 4.81)
H (-1.21, -2.55, -1.00)
H (-0.53, 0.45, 3.62)
H (-1.49, -4.27, -0.98)
C (0.08, 4.00, 5.28)
C (2.70, -2.58, -5.90)
H (-0.05, 1.55, -1.60)
C (1.40, -3.04, -5.23)
H (2.97, 3.08, -3.22)
H (3.49, -1.13, -7.30)
H (-0.47, -2.43, -4.39)
H (-0.68, 0.31, -3.50)
Br (-0.74, 3.10, 2.05)
C (-1.43, -0.26, 0.85)
O (0.82, 4.71, 4.68)
H (2.25, 0.44, -4.11)
H (-0.25, 1.20, 6.57)
O (-2.99, 2.06, 7.02)
H (-3.28, 2.24, 2.82)
H (0.71, 1.55, 4.17)
P (0.98, -1.24, -3.00)
C (2.53, -1.41, -6.87)
O (-4.41, 0.44, 6.48)
H (1.71, 3.59, -2.09)
H (0.79, -3.54, -5.98)
C (-3.73, 1.61, 6.20)
C (-0.33, 1.26, 4.33)
H (2.13, -0.52, -6.38)
C (3.22, 0.43, -2.14)
H (3.10, -3.43, -6.45)
H (-1.12, -0.73, 1.78)
H (-1.16, -3.35, 1.32)
C (-2.02, 4.77, 4.79)
H (1.65, -3.81, -4.49)
H (1.38, 2.32, -3.24)
C (-0.73, -3.51, -0.80)
H (0.41, -0.81, -0.13)
H (3.15, -0.99, -3.72)
H (1.85, 1.48, -0.85)
C (2.64, 1.72, -1.56)
H (1.71, -2.20, -0.91)
C (1.43, -2.59, -1.90)
F (-2.93, 4.91, 5.78)
C (-0.55, 0.66, 5.67)
C (-0.50, -0.29, -2.60)
C (-2.89, 1.87, 3.77)
C (-0.31, -3.57, 0.67)
H (0.36, 0.82, 0.51)
H (3.46, -2.33, -5.15)
H (0.47, -2.85, 0.90)
N (-1.15, -0.47, 5.78)
H (-4.90, 1.64, 4.45)

These are the Löwdin partial charges, in e, on atoms 1 to 8: H 0.097; N 0.114; H 0.104; H 0.124; H 0.093; F 0.120; H 0.119; H 0.109

=====

Density functional theory data (the ωB97M-V functional and the def2-TZVPD basis) for a 7-piece molecular cluster, C23H45F6N5O9 overall at a distorted geometry.

HOMO level (spin up / spin down) in Eh: -0.4070 / -0.4068
Kohn-Sham gap (spin up / spin down) in eV: 7.715 / 2.176
Total charge: +1
Total energy in eV: -66755.7352
Multiplicity: 2

Positions of all 88 atoms, in Å:
O (-37.11, 9.39, -11.19)
H (-32.25, 4.04, -15.61)
O (-29.67, 5.50, -14.56)
C (-29.60, 3.19, -12.97)
H (-36.53, 2.60, -15.67)
O (-33.41, 4.47, -11.52)
F (-30.73, 10.03, -12.45)
C (-38.71, 5.87, -12.90)
H (-34.21, 9.97, -13.37)
H (-32.56, 6.78, -10.64)
H (-35.52, 9.37, -14.27)
H (-32.21, 10.30, -14.98)
H (-27.93, 11.78, -9.32)
C (-36.53, 7.90, -9.38)
C (-33.51, 5.09, -8.09)
H (-37.01, -2.00, -18.15)
H (-31.76, 7.82, -16.58)
H (-30.65, 9.20, -16.55)
C (-31.59, 4.88, -15.80)
C (-29.61, 9.38, -12.19)
N (-30.60, 3.59, -13.99)
H (-34.41, 4.45, -14.34)
O (-31.58, 3.58, -6.65)
N (-32.33, 9.33, -15.26)
H (-31.21, 2.82, -14.23)
H (-26.45, 9.11, -8.66)
F (-29.32, 8.84, -13.33)
C (-33.58, 8.86, -15.03)
F (-29.85, 8.41, -11.23)
H (-33.15, 6.11, -7.94)
C (-32.41, 7.04, -11.69)
C (-27.31, 10.95, -9.66)
C (-31.51, 3.69, -7.85)
O (-34.00, 7.72, -15.30)
H (-30.89, 1.96, -9.00)
O (-28.13, 10.10, -10.45)
H (-35.80, 1.25, -17.69)
F (-36.81, 8.91, -8.53)
N (-32.41, 4.33, -8.60)
C (-34.53, 9.81, -14.40)
H (-26.37, 11.23, -10.11)
N (-36.04, 0.83, -16.81)
F (-37.04, 6.74, -8.91)
C (-33.83, 5.19, -12.42)
O (-28.12, 11.37, -12.27)
H (-28.93, 3.94, -12.56)
H (-37.09, 7.10, -13.54)
H (-29.56, 2.73, -8.14)
H (-34.51, 10.70, -15.02)
N (-33.32, 6.40, -12.60)
H (-31.42, 6.77, -12.06)
C (-30.51, 2.92, -8.64)
H (-34.95, 1.82, -15.25)
H (-30.21, 2.75, -12.18)
H (-36.49, 1.21, -14.70)
C (-36.99, 8.25, -10.83)
C (-37.87, 7.11, -12.79)
O (-37.33, 7.12, -11.49)
H (-27.94, 9.73, -8.02)
C (-28.55, 10.37, -11.62)
C (-30.55, 4.72, -14.70)
H (-35.48, 3.99, -13.00)
H (-31.16, 4.82, -16.81)
H (-32.27, 5.66, -15.47)
H (-34.37, 5.16, -8.76)
H (-35.36, -1.70, -18.21)
O (-37.13, -0.90, -15.85)
H (-30.67, 8.06, -15.22)
C (-36.30, -1.17, -18.08)
C (-34.90, 4.81, -13.43)
H (-36.56, -0.48, -18.88)
H (-32.38, 4.10, -9.58)
H (-38.15, 4.94, -12.79)
H (-30.12, 3.40, -9.54)
F (-35.22, 7.84, -9.49)
C (-27.00, 10.03, -8.48)
C (-31.31, 8.58, -15.94)
H (-33.94, 4.65, -7.19)
H (-38.56, 7.95, -12.91)
H (-26.47, 10.61, -7.73)
H (-32.46, 8.12, -11.87)
H (-28.95, 2.37, -13.26)
C (-36.50, -0.43, -16.77)
H (-33.70, 6.97, -13.34)
H (-39.23, 5.86, -13.86)
H (-39.50, 5.82, -12.15)
H (-35.56, 5.65, -13.69)
C (-35.99, 1.66, -15.56)

These are the Löwdin partial charges, in e, on atoms 1 to 8: O 0.167; H 0.089; O 0.354; C 0.008; H 0.073; O 0.030; F 0.169; C -0.060

=====

Density functional theory data (the ωB97M-V functional and the def2-TZVPD basis) for a 3-piece molecular cluster, C23H45FIN4O6 overall at a distorted geometry.

HOMO level in Eh: -0.3685
Kohn-Sham gap in eV: 5.373
Total charge: +1
Total energy in eV: -53630.5847
Multiplicity: 1

Positions of all 80 atoms, in Å:
C (0.30, 3.44, -1.64)
H (2.01, 1.35, 4.04)
H (-5.45, -4.48, 0.11)
H (-3.45, -8.93, -2.81)
C (1.41, 5.70, -2.86)
C (0.62, 7.91, -3.11)
H (3.11, 3.11, 3.17)
C (2.04, 0.76, 3.12)
H (2.07, 0.83, -0.10)
C (1.50, 4.33, -2.06)
H (-4.95, -3.09, -3.34)
O (3.99, -0.13, 5.89)
C (2.94, 3.83, -1.72)
H (2.68, -0.11, 3.25)
H (-1.06, 4.80, -2.47)
H (0.29, 8.81, -2.47)
H (5.83, 2.52, 4.95)
C (-0.60, 1.06, -0.45)
H (3.36, 3.24, 1.45)
H (-1.58, 4.09, -1.09)
C (5.05, 1.76, 4.80)
N (5.22, 1.16, 3.48)
H (-0.69, 0.21, -1.23)
H (-6.33, -7.00, -2.57)
H (4.06, 5.73, -2.31)
C (4.86, 2.04, 2.37)
H (-4.24, -5.74, -1.00)
H (-2.65, -7.44, -1.03)
H (-3.10, -4.64, -3.45)
H (-5.71, -2.74, -0.22)
H (1.03, 0.39, 2.93)
C (-6.04, -3.75, -0.45)
H (1.32, 8.31, -3.92)
H (-2.44, 0.99, 0.79)
C (-4.01, -8.01, -2.58)
N (-3.49, -5.66, -1.67)
C (5.14, 0.72, 5.91)
H (-0.17, 0.54, 0.49)
H (5.13, -1.87, 6.01)
H (3.40, -2.08, 5.68)
C (-3.01, -7.02, -1.97)
I (-4.36, -0.12, -1.22)
H (-7.08, -3.85, -0.14)
H (-4.63, -5.53, -3.45)
C (-3.96, -4.92, -2.84)
H (-1.92, 2.72, 0.46)
H (4.65, 0.32, 3.42)
H (4.08, 2.26, 4.89)
H (-4.42, -7.67, -3.54)
C (-4.72, -3.66, -2.43)
O (-5.05, -8.41, -1.70)
H (-4.12, -3.02, -1.78)
C (3.41, 2.54, 2.29)
H (-5.97, -6.78, -0.82)
H (4.47, -1.49, 4.39)
O (-5.98, -4.00, -1.85)
C (-3.11, 1.66, -1.22)
H (5.54, 2.90, 2.37)
H (5.08, 1.48, 1.45)
H (-3.70, 2.65, -1.24)
H (-2.13, -6.94, -2.63)
O (2.45, 1.52, 1.99)
C (4.28, -1.46, 5.47)
H (4.80, 4.17, -3.04)
H (-7.03, -8.08, -1.35)
F (4.32, 1.99, -0.62)
C (0.52, 2.10, -0.91)
H (5.12, 1.24, 6.87)
H (-0.32, 7.44, -3.57)
H (5.01, 4.60, -1.23)
O (1.48, 5.72, -4.11)
C (-6.14, -7.51, -1.62)
H (6.07, 0.15, 5.87)
H (-2.49, 1.67, -2.20)
C (-2.00, 1.68, -0.02)
N (-1.05, 3.90, -1.97)
O (1.30, 6.97, -2.21)
N (1.89, 1.73, -0.60)
C (3.04, 2.49, -0.96)
C (4.27, 4.62, -2.12)

These are the Löwdin partial charges, in e, on atoms 1 to 8: C -0.086; H 0.098; H 0.077; H 0.121; C -0.366; C -0.063; H 0.118; C -0.069

=====

Density functional theory data (the ωB97M-V functional and the def2-TZVPD basis) for a 6-piece molecular cluster, C23H45FO10S5Si overall at a distorted geometry.

HOMO level in Eh: -0.3522
Kohn-Sham gap in eV: 9.660
Total energy in eV: -109824.6106
Multiplicity: 1
SMILES string: O=S1(=O)CCCC1.O=S1(=O)CCCC1.O=S1(=O)CCCC1.O=S1(=O)CCCC1.O=S1(=O)CCCC1.C#CC[SiH2]F

Positions of all 85 atoms, in Å:
H (-2.42, -8.20, -1.75)
O (3.92, 5.05, 4.51)
H (3.18, -1.45, 0.45)
O (0.74, 0.42, -2.52)
C (-2.23, -7.29, -1.19)
H (0.91, 3.32, 3.42)
C (-3.10, -6.13, -1.69)
O (2.45, 1.28, -0.87)
H (1.50, 1.89, 6.06)
C (6.87, 5.41, -2.38)
H (7.55, 5.97, -3.03)
O (-0.03, -4.32, -1.70)
C (2.53, -1.95, -0.27)
H (-8.69, -4.10, -2.22)
H (0.83, 0.21, 0.87)
S (6.29, 3.95, -3.25)
H (4.25, 4.83, -4.03)
H (-0.20, 3.11, 4.77)
H (-1.45, 2.51, -0.91)
C (-0.79, -6.82, -1.35)
H (0.94, 4.74, 6.10)
C (-2.55, -4.84, -1.07)
H (-0.19, 5.12, -1.24)
C (2.58, -1.24, -1.61)
H (3.86, 1.96, 5.43)
H (4.56, 4.67, -0.98)
S (3.15, 4.24, 5.42)
H (3.98, 3.40, -2.99)
H (-2.44, -7.48, -0.14)
H (-9.45, -3.18, -0.06)
H (-4.15, -6.27, -1.43)
O (3.39, 4.24, 6.84)
S (1.60, 0.23, -1.37)
C (1.40, 4.53, 5.14)
H (-2.71, 4.02, 0.53)
H (0.96, -2.16, 1.24)
H (5.40, 6.94, -2.85)
F (-0.84, 2.69, 1.67)
C (-8.39, -4.62, -1.30)
H (-2.67, -3.99, -1.74)
H (-0.44, -0.35, -0.26)
H (-5.55, -3.85, 0.33)
O (-0.56, -5.12, 0.64)
H (-8.38, -4.27, 0.83)
H (2.86, -2.99, -0.35)
O (6.68, 4.04, -4.63)
C (4.55, 4.32, -3.11)
C (0.85, 3.25, 4.51)
C (1.71, 2.09, 5.00)
H (1.52, 1.17, 4.44)
C (2.33, 3.69, 0.42)
O (6.58, 2.80, -2.43)
C (-8.49, -3.69, -0.09)
H (0.45, -2.52, -0.40)
H (-5.39, -2.96, -1.21)
H (3.49, 5.76, -1.88)
C (-6.07, -3.52, -0.57)
O (-6.25, -4.89, -2.82)
C (-0.16, 4.86, -0.14)
H (-0.49, -6.81, -2.40)
H (3.45, 2.55, 3.79)
C (5.62, 6.23, -2.04)
H (-7.18, -2.13, 0.69)
H (-0.38, 5.73, 0.55)
O (-6.36, -6.14, -0.63)
C (0.62, -0.41, -0.01)
H (-3.02, -4.63, -0.11)
H (-3.03, -6.07, -2.78)
C (4.45, 5.25, -1.91)
H (7.39, 5.09, -1.48)
C (-7.32, -2.71, -0.22)
Si (-1.41, 3.42, 0.24)
H (3.59, -0.96, -1.91)
H (-0.08, -7.40, -0.77)
S (-0.80, -5.13, -0.78)
C (1.26, 4.26, 0.22)
H (-8.95, -5.54, -1.19)
C (1.07, -1.85, 0.20)
H (2.10, -1.83, -2.39)
S (-6.64, -4.98, -1.44)
H (-7.53, -2.00, -1.03)
H (1.28, 5.39, 4.47)
C (3.15, 2.55, 4.84)
H (3.09, 2.87, 0.40)
H (5.76, 6.81, -1.13)

These are the Löwdin partial charges, in e, on atoms 1 to 8: H 0.119; O -0.328; H 0.119; O -0.329; C -0.212; H 0.091; C -0.212; O -0.351

=====

What is the formula in the first record?
C23H44ClSi4